Entry 1:
{
  "formula": "C6H4Cl2IN2O2",
  "method": "the ωB97M-V functional and the def2-TZVPD basis",
  "energy_ev": -46504.048,
  "gap_ev": 6.239,
  "smiles": "[O-][N+]([O-])=N/C=C(Cl)/C=C\\C=C(\\Cl)I",
  "relative_energy_ev": 1.3049,
  "fmax_ha_per_bohr": 0.07443,
  "total_charge": -1,
  "homo_energy_ev": -3.89,
  "species": ["C", "C", "C", "C", "C", "C", "N", "N", "O", "O", "Cl", "Cl", "I", "H", "H", "H", "H"],
  "xyz": [[-0.4072, 1.3185, 1.3592], [-0.9505, 0.1322, 1.8143], [-0.2476, 1.5438, -0.0647], [-1.0861, -0.9802, 1.0015], [-0.1531, -1.2359, 0.0251], [0.7414, 2.2513, -0.6350], [-0.2399, -1.9453, -1.0936], [0.7622, -2.3139, -1.8212], [1.8113, -2.6544, -1.2489], [0.5884, -2.3841, -3.0139], [-2.4086, -2.0764, 1.3630], [0.5818, 2.4950, -2.3617], [2.3526, 3.1264, 0.3495], [-0.1126, 2.1066, 2.0280], [-1.1047, 0.0648, 2.8083], [-0.9505, 1.1598, -0.6994], [0.8233, -0.6082, 0.1896]],
  "atomic_forces_ev_per_a": [[-0.694, -1.348, -0.213], [1.691, 2.712, -2.105], [2.573, 1.676, 2.045], [-0.087, -1.418, -0.883], [2.726, 0.969, -0.823], [-0.981, -0.180, -0.366], [-3.520, 0.456, 1.356], [1.653, -0.288, 1.477], [0.570, 0.062, -0.264], [0.078, -0.142, -1.517], [-0.007, -0.055, -0.214], [0.518, 0.266, 0.044], [-0.226, -0.131, -0.181], [0.129, 0.074, 0.316], [-1.026, -0.293, 3.281], [-1.751, -1.140, -1.558], [-1.646, -1.222, -0.395]],
  "nbo_charge": [-0.304, -0.152, -0.240, -0.233, 0.078, -0.271, -0.424, 0.618, -0.511, -0.448, -0.061, -0.021, 0.139, 0.207, 0.191, 0.238, 0.196]
}

=====

Entry 2:
{
  "formula": "C6H4F2",
  "method": "the ωB97M-V functional and the def2-TZVPD basis",
  "energy_ev": -11720.764,
  "gap_ev": 10.754,
  "smiles": "Fc1ccccc1F",
  "relative_energy_ev": 0.8857,
  "fmax_ha_per_bohr": 0.09477,
  "total_charge": 0,
  "homo_energy_ev": -9.79,
  "species": ["F", "F", "C", "C", "C", "C", "C", "C", "H", "H", "H", "H"],
  "xyz": [[0.8611, -0.3183, 2.4900], [1.4483, 1.9852, 1.2142], [-0.7340, -1.0594, -0.6433], [-0.5586, 0.0776, -1.2728], [-0.1321, -1.2188, 0.5590], [0.1336, 1.1659, -0.6860], [0.4159, -0.1857, 1.2075], [0.6401, 1.0358, 0.6239], [-1.2652, -1.8202, -1.1428], [-1.0117, 0.3162, -2.1565], [-0.0961, -2.1740, 1.0094], [0.2988, 2.1955, -1.2025]],
  "atomic_forces_ev_per_a": [[-0.075, -0.364, -0.571], [-1.400, -1.111, -0.636], [0.017, -1.800, 0.013], [1.270, 4.680, 0.485], [-0.522, -1.559, 0.940], [0.891, 1.846, 0.478], [1.661, 1.179, 2.408], [0.264, 0.969, -2.026], [-0.438, -1.059, -0.191], [-1.044, 0.158, -2.415], [-0.206, -0.784, 0.736], [-0.419, -2.155, 0.780]],
  "nbo_charge": [-0.318, -0.309, -0.204, -0.213, -0.269, -0.249, 0.332, 0.328, 0.221, 0.212, 0.233, 0.237]
}

=====

Entry 3:
{
  "formula": "C6H4F5O2",
  "method": "the ωB97M-V functional and the def2-TZVPD basis",
  "energy_ev": -23966.479,
  "gap_ev": [7.634, 7.633],
  "relative_energy_ev": 3.0459,
  "fmax_ha_per_bohr": 0.07043,
  "total_charge": -1,
  "homo_energy_ev": [-4.19, -4.19],
  "species": ["C", "C", "C", "C", "C", "C", "O", "O", "F", "F", "F", "F", "F", "H", "H", "H", "H"],
  "xyz": [[-1.5895, -0.7355, 1.6155], [-1.6464, -0.0627, 0.4962], [-2.5401, 0.4026, -0.5598], [1.2788, -1.1169, -0.8444], [0.9826, -0.0348, 0.0754], [1.6291, 1.2626, -0.2481], [-3.3713, 0.8883, 0.3028], [-2.4866, 0.2809, -1.7522], [0.5292, -2.2499, -0.7566], [1.1723, -0.3223, 1.4230], [1.3207, 2.3285, 0.5550], [1.3023, 1.6653, -1.4764], [3.0963, 1.3518, -0.2697], [-0.5683, -0.8738, 1.9379], [-2.4165, -0.5665, 2.2261], [2.2441, -1.4253, -0.8717], [1.0633, -0.7923, -1.8530]],
  "atomic_forces_ev_per_a": [[1.673, 1.555, -1.257], [1.455, -0.870, -0.009], [-1.024, 1.105, 1.268], [-1.538, 1.099, -1.650], [-1.894, 1.382, 0.857], [0.628, 1.304, -0.085], [0.279, -0.480, -1.333], [-0.022, 0.012, -0.633], [-1.169, -1.297, 1.003], [0.987, -0.328, 0.215], [0.052, -1.111, 0.156], [-0.036, -0.227, -0.618], [-1.566, -0.713, 0.254], [-0.108, -0.779, 0.484], [-1.231, -0.358, 1.224], [3.402, -1.174, 0.406], [0.109, 0.880, -0.283]],
  "nbo_charge": [-0.554, 0.261, 0.655, -0.020, 0.021, 0.913, -0.650, -0.630, -0.369, -0.382, -0.339, -0.326, -0.415, 0.272, 0.241, 0.138, 0.186]
}

=====

Entry 4:
{
  "formula": "C6H4FN",
  "method": "the ωB97M-V functional and the def2-TZVPD basis",
  "energy_ev": -10488.835,
  "gap_ev": 8.264,
  "smiles": "N=C=C/C=C\\C#CF",
  "relative_energy_ev": 4.2408,
  "fmax_ha_per_bohr": 0.06631,
  "total_charge": 0,
  "homo_energy_ev": -7.79,
  "species": ["C", "C", "C", "C", "C", "C", "N", "F", "H", "H", "H", "H"],
  "xyz": [[0.7414, 0.9305, -1.0045], [-0.4525, 0.6000, -1.6172], [1.2486, 0.4606, 0.2371], [-1.4230, -0.1503, -0.9668], [0.5330, -0.2223, 1.1278], [-1.6568, -0.9082, -0.0432], [0.2581, -1.0061, 1.9850], [-2.4184, -1.5252, 0.8395], [1.5960, 1.4455, -1.5269], [-0.7167, 0.8720, -2.5518], [2.2749, 0.4170, 0.5740], [0.0153, -0.9136, 2.9469]],
  "atomic_forces_ev_per_a": [[0.771, 0.142, -1.844], [2.349, 0.652, 2.384], [-1.354, -0.628, 0.784], [0.583, -0.951, 1.612], [0.855, -0.015, 0.341], [-2.569, -0.714, 0.647], [-0.112, -1.154, 0.301], [1.243, 0.543, -0.889], [-1.556, -0.266, -0.120], [-0.131, 1.291, -3.038], [0.276, 0.548, -0.572], [-0.353, 0.552, 0.393]],
  "nbo_charge": [-0.125, -0.321, -0.509, -0.149, 0.508, 0.401, -0.634, -0.274, 0.217, 0.217, 0.263, 0.405]
}

=====

Q: What is the formula in the first record?
A: C6H4Cl2IN2O2